# C5H11N3OS

An isolated molecule of C5H11N3OS at a distorted geometry (ωB97M-V with the def2-TZVPD basis set, OMol25).

Summary:
Energy relative to the best compared isomer or geometry (same formula, charge and spin), kcal per mole: 111.2
Energy, eV: -22710.9433
Structure (SMILES): CC(C)(C)C1=NN=[S@@H](=O)N1
Highest occupied orbital energy, eV: -8.69
2S+1: 1
Maximum force, eV Å⁻¹: 4.332

Each line ends with the Mulliken charge.
CARTESIAN COORDINATES (ANGSTROEM)
1 N -1.34369 1.27420 -0.51842  0.04
2 C 0.82526 0.06263 -0.11873  2.13
3 C 1.31281 -1.26115 -0.65880  -1.80
4 S -3.09675 -0.14093 0.33154  0.68
5 H -3.53801 0.08245 1.73813  0.20
6 H 0.61688 -1.54780 -1.37471  0.48
7 O -4.13868 -0.92910 -0.17453  -0.55
8 N -2.63334 1.26706 -0.42047  -0.73
9 H 0.97850 2.12695 -0.73034  0.49
10 H 1.51963 0.90598 -2.03119  0.38
11 H 1.27668 -1.94111 0.09129  0.51
12 H -1.51445 -1.74002 -0.15033  0.31
13 C -0.66486 0.33042 -0.06300  -0.32
14 H 2.42657 1.22916 -0.76967  0.52
15 H 2.43977 0.66357 1.33153  0.27
16 C 1.40571 1.23856 -0.97996  -1.83
17 H 1.28881 -0.71172 1.71527  0.44
18 H 2.41575 -1.12356 -1.02616  0.33
19 H 0.76697 0.91969 2.02314  0.31
20 N -1.68698 -0.95188 0.48318  -0.45
21 C 1.34344 0.24661 1.30224  -1.41

Atomic forces in eV per Å
N 2.46 0.02 0.11
C -0.09 2.94 0.20
C 2.03 2.75 -1.16
S 1.53 1.23 1.75
H 1.01 -0.06 -1.98
H -0.63 -0.79 -2.03
O -2.22 -1.00 -1.27
N -3.71 -1.17 1.15
H -1.22 2.54 0.00
H -1.27 0.78 0.11
H 0.18 -2.36 2.22
H -0.65 0.29 0.23
C -0.08 -3.23 -0.14
H 1.88 0.42 0.99
H -1.92 -1.09 -0.12
C 0.59 -4.13 -1.17
H 0.33 -1.41 1.26
H -2.19 -0.51 0.44
H 0.48 -0.65 -1.38
N 2.05 3.04 -0.41
C 1.46 2.39 1.19